Entry from OMol25: a structure of composition C5H12N2O2Pb (wB97M-V/def2-TZVPD).

* 2S+1: 1
* energy relative to the best compared isomer or geometry (same formula, charge and spin): 65.2 kJ/mol
* E_HOMO (alpha / beta): -17.35 / -17.16 eV
* total charge: +2
* maximum force: 3.5 eV Å⁻¹
* LUMO energy (alpha / beta): -9.95 / -11.35 eV
* DFT total energy: -649.61175 Ha

Each line ends with the Mulliken charge.
CARTESIAN COORDINATES (ANGSTROEM)
C 0.2059 -3.0313 -1.5626  -1.11
H -1.3894 4.1266 1.6635  0.40
H 1.1619 -2.6355 -1.9432  0.42
H 1.8724 -1.0135 0.5773  0.42
H -1.9059 3.4797 -2.2459  0.37
C -1.2552 3.6597 -1.3709  -1.11
N -0.4377 1.3032 -1.1521  0.18
O -0.0410 1.2528 -2.3608  -0.41
C -1.0150 2.4222 -0.6012  0.35
Pb -0.5279 -1.2204 -0.5687  1.27
H -1.7516 4.4161 -0.7427  0.35
H -0.3058 4.0997 -1.7247  0.37
H -0.5343 -3.4985 -2.1845  0.45
H 1.3622 -0.4869 0.6913  -0.27
H -2.1019 2.8284 2.6352  0.37
N -0.9516 0.9797 1.1654  0.12
C -1.3352 2.1967 0.7611  0.41
H -2.9638 3.4926 1.2401  0.41
C -1.9796 3.2048 1.6242  -1.40
H -0.8267 0.0047 2.8257  0.35
H 0.5778 -3.4777 -0.6196  0.43
O -1.3476 0.7818 2.5391  -0.36